The following is a quantum chemistry calculation of a single C23H24N2O3S molecule at a distorted geometry, from the OMol25 dataset.

The calculation puts the energy relative to the best compared isomer or geometry (same formula, charge and spin) at 2.0459 eV. The value obtained for the orbital gap is 0.33341 Eh. Its LUMO energy is 0.716 eV.

ORCA input file:
```
! RIJCOSX wB97M-V def2-TZVPD def2/J DEFGRID3
* xyz 0 1
C 7.1137 1.8880 -1.9423
S 6.2442 2.1488 -0.3645
C 5.5661 0.5309 -0.0747
C 5.8893 -0.1220 1.1024
C 5.3578 -1.3680 1.3845
C 4.5058 -1.9645 0.4743
C 4.1680 -1.3176 -0.7035
C 4.6810 -0.0584 -0.9859
O 4.3910 0.6663 -2.1103
C 3.3708 0.2149 -2.9652
C 2.0391 0.1632 -2.2887
C 1.4359 0.9891 -1.3885
C 0.1838 0.3611 -1.1376
C -0.8326 0.9499 -0.2273
O -0.6543 2.0848 0.1924
N -1.9147 0.2163 0.1033
C -2.1422 -1.1289 -0.3664
C -2.8795 0.8514 1.0073
C -2.5288 0.5884 2.4768
C -3.0555 -0.7590 2.9511
C -4.5773 -0.7634 2.8592
C -5.0714 -0.3276 1.5076
C -6.3564 -0.6776 1.1051
C -6.8564 -0.2819 -0.1200
C -6.0706 0.4805 -0.9693
C -4.7956 0.8377 -0.5791
C -4.2852 0.4428 0.6541
N 0.0825 -0.7393 -1.8429
O 1.2220 -0.8731 -2.5551
H 7.6654 2.8022 -2.1346
H 7.7981 1.0518 -1.8363
H 6.3946 1.7058 -2.7330
H 6.5596 0.3640 1.7942
H 5.6127 -1.8693 2.3052
H 4.0901 -2.9404 0.6752
H 3.4935 -1.8057 -1.3891
H 3.6015 -0.7704 -3.3928
H 3.3466 0.9508 -3.7769
H 1.7962 1.8968 -0.9550
H -2.2268 -1.1506 -1.4537
H -1.3174 -1.7848 -0.0831
H -3.0681 -1.5020 0.0627
H -2.7635 1.9282 0.8248
H -2.9748 1.3786 3.0843
H -1.4460 0.6501 2.5941
H -2.6388 -1.5621 2.3420
H -2.7494 -0.9340 3.9844
H -4.9814 -0.0741 3.6085
H -4.9710 -1.7563 3.0893
H -6.9683 -1.2731 1.7681
H -7.8557 -0.5671 -0.4134
H -6.4528 0.7954 -1.9287
H -4.1748 1.4336 -1.2329
*
```

Atom charges from the Löwdin analysis, given in e for atoms 1 to 2: atom 1 (C): -0.37, atom 2 (S): 0.89